Record 1
DFT (the ωB97M-V functional and the def2-TZVPD basis) results for 7 unconnected molecules or ions with the total composition C44H58F6N9O.

Last column: Mulliken charge in e.
Element x y z (Å)
1 C -3.461 0.404 -2.692  -1.4611
2 C -1.882 0.000 -2.656  0.6196
3 C -1.844 -1.607 -2.710  -1.3531
4 N -0.710 -2.221 -1.962  0.5354
5 C 0.642 -2.433 -2.581  -0.7255
6 C 0.869 -3.977 -3.031  -0.2247
7 F 1.988 -4.587 -2.335  -0.2969
8 C -0.908 -2.637 -0.725  0.0820
9 N -2.169 -2.550 0.084  -0.2546
10 C -2.344 -3.951 0.631  -0.4840
11 C -0.792 -4.308 1.002  -0.0057
12 C -0.592 -4.438 2.596  -0.7165
13 C 0.617 -3.502 3.180  -0.6161
14 C -0.064 -2.174 3.773  -0.4613
15 C 0.927 -0.943 3.986  0.7058
16 F 0.094 0.176 4.372  -0.2739
17 F 1.550 -0.559 2.773  -0.2902
18 C 1.961 -1.130 5.213  0.5571
19 F 2.575 0.154 5.405  -0.2501
20 F 1.248 -1.391 6.406  -0.2142
21 F 3.001 -2.039 4.953  -0.2283
22 N 0.014 -3.305 0.224  -0.1285
23 O -1.200 0.486 -1.482  0.0322
24 C -1.113 1.930 -1.449  -0.8325
25 C -0.449 2.311 -0.021  0.4095
26 C 1.006 2.809 0.094  -0.5337
27 C 1.520 3.183 1.517  0.1509
28 C 0.589 3.039 2.749  -0.4420
29 C -0.888 2.536 2.609  -0.5203
30 C -1.416 2.151 1.209  -0.4038
31 H -3.611 1.535 -2.721  0.3626
32 H -3.976 -0.093 -3.582  0.3770
33 H -3.873 0.041 -1.673  0.3754
34 H -1.350 0.425 -3.595  0.2012
35 H -2.869 -1.972 -2.324  0.4553
36 H -1.804 -1.920 -3.815  0.3108
37 H 1.471 -2.062 -1.882  0.4594
38 H 0.740 -1.810 -3.544  0.4225
39 H -0.086 -4.608 -2.854  0.2509
40 H 1.113 -4.075 -4.151  0.3194
41 H -1.782 -2.045 0.908  0.1821
42 H -2.801 -4.522 -0.250  0.2924
43 H -3.076 -3.774 1.489  0.1364
44 H -0.645 -5.358 0.570  0.4964
45 H -0.511 -5.524 2.932  0.4670
46 H -1.558 -4.019 3.079  0.1132
47 H 1.082 -4.075 4.069  0.3507
48 H 1.425 -3.320 2.398  0.4096
49 H -0.850 -1.832 2.993  -0.1575
50 H -0.655 -2.388 4.732  0.4185
51 H 0.585 -3.954 -0.364  0.3290
52 H -2.141 2.458 -1.442  0.2776
53 H -0.506 2.396 -2.296  0.3602
54 H 1.675 2.893 -0.836  0.3395
55 H 2.606 3.585 1.644  -0.0333
56 H 0.948 3.319 3.803  0.3612
57 H -1.547 2.433 3.548  0.3553
58 H -2.490 1.774 1.113  0.3113
59 N -2.136 1.139 -6.271  0.1514
60 C -0.951 1.443 -6.889  -0.9531
61 C -0.976 2.776 -7.219  -0.4851
62 C -2.219 3.297 -6.780  -0.5152
63 C -2.912 2.266 -6.196  -0.5465
64 H -2.395 0.229 -5.926  0.2751
65 H -0.197 0.687 -7.041  0.6819
66 H -0.186 3.316 -7.720  0.4679
67 H -2.566 4.315 -6.879  0.4369
68 H -3.889 2.235 -5.737  0.4617
69 N -1.983 -1.343 -10.153  -0.0128
70 C -1.175 -0.598 -9.337  -0.4487
71 C 0.075 -1.168 -9.343  -0.2911
72 C 0.020 -2.296 -10.199  -0.6079
73 C -1.261 -2.378 -10.687  -0.4744
74 H -2.957 -1.159 -10.334  0.1990
75 H -1.558 0.270 -8.824  0.4790
76 H 0.934 -0.812 -8.793  0.4254
77 H 0.829 -2.973 -10.433  0.3932
78 H -1.720 -3.081 -11.365  0.3817
79 N -5.132 -3.110 3.624  0.0143
80 C -5.894 -4.051 4.264  -0.4627
81 C -5.407 -4.192 5.541  -0.7029
82 C -4.314 -3.299 5.676  -0.1607
83 C -4.172 -2.644 4.478  -0.7751
84 H -5.260 -2.808 2.672  0.2434
85 H -6.713 -4.539 3.757  0.3982
86 H -5.794 -4.862 6.294  0.3984
87 H -3.700 -3.153 6.553  0.4462
88 H -3.470 -1.888 4.156  0.6194
89 N 4.791 5.081 2.039  -0.0345
90 C 5.974 5.381 1.415  -0.7072
91 C 5.954 6.714 1.087  -0.4199
92 C 4.716 7.241 1.534  -0.4820
93 C 4.022 6.212 2.119  -0.4897
94 H 4.529 4.172 2.385  0.2882
95 H 6.724 4.620 1.259  0.5760
96 H 6.744 7.252 0.583  0.4570
97 H 4.372 8.260 1.438  0.4175
98 H 3.048 6.185 2.584  0.4225
99 N -0.728 0.077 8.424  0.1278
100 C -0.224 1.124 9.149  -0.3607
101 C -1.030 1.307 10.246  -0.5541
102 C -2.055 0.332 10.184  -0.5385
103 C -1.842 -0.415 9.051  -0.3259
104 H -0.339 -0.277 7.564  0.2391
105 H 0.662 1.647 8.822  0.3696
106 H -0.896 2.060 11.009  0.3813
107 H -2.860 0.191 10.890  0.3805
108 H -2.386 -1.251 8.637  0.2987
109 N 5.657 2.999 -1.182  0.1137
110 C 6.512 3.900 -1.758  -0.4180
111 C 7.214 3.248 -2.742  -0.5464
112 C 6.762 1.905 -2.765  -0.4156
113 C 5.799 1.781 -1.793  -0.5265
114 H 5.022 3.202 -0.427  0.2168
115 H 6.547 4.923 -1.418  0.3960
116 H 7.969 3.689 -3.377  0.3993
117 H 7.103 1.117 -3.420  0.3853
118 H 5.205 0.934 -1.483  0.3931

Computed properties:
Total charge: +1



Record 2
DFT (the ωB97M-V functional and the def2-TZVPD basis) results for 11 unconnected molecules or ions with the total composition C44H59N11.

Last column: Mulliken charge in e.
Element x y z (Å)
1 C -6.837 0.344 -3.012  -1.0354
2 C -5.535 0.374 -2.491  0.1051
3 C -5.406 1.606 -1.893  -1.1199
4 N -6.641 2.179 -1.804  0.0361
5 C -7.527 1.456 -2.562  -0.4747
6 H -7.248 -0.503 -3.540  0.3948
7 H -4.710 -0.293 -2.683  0.7581
8 H -4.618 2.084 -1.330  0.7069
9 H -6.828 3.026 -1.301  0.2156
10 H -8.541 1.776 -2.726  0.4182
11 C 1.932 2.760 -0.630  0.5736
12 C 1.940 2.736 -2.053  -0.3717
13 C 2.232 3.987 -2.510  -1.1823
14 N 2.261 4.824 -1.412  0.0044
15 C 2.187 4.058 -0.265  -1.2871
16 H 1.688 1.967 0.058  0.4723
17 H 1.762 1.880 -2.685  0.6777
18 H 2.346 4.439 -3.481  0.4792
19 H 2.474 5.803 -1.443  0.2137
20 H 2.325 4.479 0.716  0.4460
21 C -0.796 -3.873 -0.635  -0.0326
22 C -1.142 -3.575 -1.990  -0.4049
23 C -2.510 -3.653 -2.019  -0.5965
24 N -2.991 -4.105 -0.818  0.0424
25 C -1.928 -4.260 0.028  -1.2504
26 H 0.175 -3.953 -0.176  0.6072
27 H -0.503 -3.326 -2.819  0.5136
28 H -3.169 -3.463 -2.853  0.4537
29 H -3.940 -4.196 -0.513  0.2157
30 H -2.072 -4.601 1.040  0.4928
31 C 1.371 -1.513 4.457  -0.8717
32 C 0.536 -1.511 3.319  1.3514
33 C -0.561 -2.307 3.583  -1.0965
34 N -0.456 -2.665 4.902  0.0709
35 C 0.732 -2.236 5.441  -0.8154
36 H 2.267 -0.919 4.547  0.3641
37 H 0.730 -1.043 2.367  0.0402
38 H -1.422 -2.653 3.042  0.3786
39 H -1.142 -3.185 5.417  0.1908
40 H 1.048 -2.617 6.396  0.3915
41 C -0.984 -1.635 -5.156  0.0622
42 C 0.312 -1.216 -5.464  -0.7819
43 C 0.233 0.160 -5.650  -0.7006
44 N -1.045 0.571 -5.431  0.0696
45 C -1.822 -0.541 -5.191  -1.0216
46 H -1.387 -2.617 -4.959  0.6300
47 H 1.171 -1.864 -5.508  0.4397
48 H 1.030 0.874 -5.790  0.5815
49 H -1.458 1.483 -5.386  0.2323
50 H -2.881 -0.488 -5.000  0.5278
51 C -1.438 3.012 3.849  0.5054
52 C -2.337 3.395 4.842  -0.6067
53 C -2.127 4.712 5.158  -0.6290
54 N -1.121 5.150 4.315  0.0230
55 C -0.677 4.123 3.538  -1.0475
56 H -1.390 2.049 3.368  0.2555
57 H -3.103 2.767 5.275  0.4086
58 H -2.542 5.448 5.825  0.4123
59 H -0.683 6.051 4.361  0.2028
60 H 0.212 4.136 2.930  0.5180
61 C -3.582 0.227 3.236  0.1289
62 C -4.231 1.185 2.412  -0.3029
63 C -4.869 0.507 1.432  -0.8888
64 N -4.644 -0.824 1.565  0.1480
65 C -3.884 -1.008 2.722  -1.1276
66 H -2.965 0.367 4.108  0.4483
67 H -4.188 2.253 2.558  0.4733
68 H -5.378 0.897 0.566  0.4088
69 H -5.057 -1.520 0.975  0.2240
70 H -3.487 -1.978 2.963  0.5186
71 C 3.744 1.324 2.526  -0.8136
72 C 4.661 0.988 3.522  -0.6920
73 C 4.775 -0.390 3.574  -0.8765
74 N 3.962 -0.875 2.580  0.3799
75 C 3.353 0.160 1.921  -0.1269
76 H 3.320 2.293 2.314  0.4722
77 H 5.193 1.695 4.141  0.4242
78 H 5.431 -1.035 4.132  0.4508
79 H 3.852 -1.864 2.343  0.3253
80 H 2.782 -0.141 1.057  0.6286
81 C 3.240 -3.913 2.073  -0.4943
82 C 4.425 -4.269 1.371  -0.7151
83 C 4.449 -3.521 0.197  -0.5348
84 N 3.224 -2.910 0.069  0.4870
85 C 2.505 -3.167 1.202  -0.9425
86 H 2.859 -4.289 3.009  0.5091
87 H 5.196 -4.946 1.702  0.4175
88 H 5.219 -3.337 -0.533  0.4403
89 H 2.874 -2.216 -0.594  0.6098
90 H 1.529 -2.720 1.314  0.3179
91 C -1.085 1.126 0.603  -0.0855
92 C -1.706 0.349 -0.555  0.3913
93 C -0.781 0.004 -1.696  0.3811
94 C 0.534 -0.564 -1.388  -0.9694
95 N 1.590 -0.959 -1.180  -0.1440
96 H -0.446 0.535 1.265  -0.1830
97 H -1.876 1.494 1.252  0.1455
98 H -0.449 1.924 0.216  -0.0095
99 H -2.499 0.922 -1.041  -0.3235
100 H -2.160 -0.586 -0.213  0.0645
101 H -0.597 0.883 -2.329  0.2302
102 H -1.287 -0.608 -2.450  0.1512
103 C 4.607 -1.098 -3.092  -1.2238
104 C 4.477 0.280 -2.429  0.7752
105 C 5.264 1.316 -3.261  -0.5218
106 C 4.724 1.520 -4.624  0.2004
107 N 4.288 1.746 -5.662  -0.5415
108 H 4.106 -1.870 -2.503  0.1732
109 H 5.649 -1.429 -3.059  0.3504
110 H 4.265 -1.061 -4.124  0.3633
111 H 4.788 0.225 -1.385  0.2946
112 H 3.452 0.635 -2.361  -0.6898
113 H 6.330 1.114 -3.331  0.4479
114 H 5.056 2.233 -2.703  0.2686

Computed properties:
SMILES: c1cc[nH]c1.c1cc[nH]c1.c1cc[nH]c1.c1cc[nH]c1.c1cc[nH]c1.c1cc[nH]c1.c1cc[nH]c1.c1cc[nH]c1.c1cc[nH]c1.CCCC#N.CCCC#N



| no. | molar mass (g/mol) | LUMO energy (eV) | maximum force (eV/A) |
| --- | --- | --- | --- |
| 1 | 843.0 | -3.619 | 4.4 |
| 2 | 742.0 | 0.352 | 1.7 |